#a
The following is a quantum chemistry calculation of a single C6H10S2 molecule, from the Open Molecules 2025 dataset.

* structure (SMILES): C[C@H]1S[C@H]2CC[C@H]2S1
* E_HOMO: -0.316 Ha
* HOMO-LUMO gap: 9.265 eV
* E_LUMO: 0.663 eV

ORCA input file:
```
! RIJCOSX wB97M-V def2-TZVPD def2/J DEFGRID3
* xyz 0 1
C -2.36 -0.34 1.06
C -1.89 0.30 -0.47
S -0.85 1.76 -0.65
C 0.79 1.12 -0.75
C 1.68 0.64 0.57
C 1.81 -0.80 0.25
C 0.82 -0.60 -0.95
S -0.91 -1.22 -1.07
H -3.23 -1.14 0.73
H -2.84 0.51 1.86
H -1.43 -1.01 1.32
H -2.79 0.56 -1.07
H 1.30 1.60 -1.68
H 2.68 1.03 0.59
H 1.31 0.85 1.62
H 1.45 -1.65 0.89
H 3.02 -0.88 -0.28
H 1.43 -0.74 -1.96
*
```



#b
The following is a quantum chemistry calculation of a single C6H10S2 molecule, from the Open Molecules 2025 dataset.

* structure (SMILES): SC1(S)C=CCCC1
* E_HOMO: -0.321 Ha
* HOMO-LUMO gap: 9.446 eV
* E_LUMO: 0.698 eV

ORCA input file:
```
! RIJCOSX wB97M-V def2-TZVPD def2/J DEFGRID3
* xyz 0 1
S 0.99 -0.10 -2.67
C -0.04 0.05 -1.13
S -1.85 -0.36 -1.48
C 0.07 1.48 -0.72
C 0.11 1.75 0.58
C 0.15 0.69 1.70
C -0.18 -0.74 1.28
C 0.42 -1.02 -0.04
H 0.90 -1.41 -2.74
H -1.68 -1.75 -1.58
H -0.11 2.25 -1.39
H 0.02 2.83 0.88
H 1.19 0.66 2.25
H -0.54 0.97 2.55
H 0.07 -1.50 1.96
H -1.20 -0.88 1.02
H 1.57 -0.94 0.05
H 0.10 -1.99 -0.54
*
```



Which of them is least stable? Easy: #a.



#a
The following is a quantum chemistry calculation of a single ClH3SSi molecule, from the Open Molecules 2025 dataset.

* structure (SMILES): S[SiH2]Cl
* E_HOMO: -0.362 Ha
* HOMO-LUMO gap: 10.420 eV
* E_LUMO: 0.557 eV

ORCA input file:
```
! RIJCOSX wB97M-V def2-TZVPD def2/J DEFGRID3
* xyz 0 1
S 0.99 1.32 0.06
Si -0.48 -0.22 0.20
Cl -2.24 0.61 0.05
H 1.74 1.08 1.24
H -0.42 -1.23 -0.83
H 0.10 -0.75 1.57
*
```



#b
The following is a quantum chemistry calculation of a single ClH3SSi molecule, from the Open Molecules 2025 dataset.

* structure (SMILES): S[SiH2]Cl
* E_HOMO: -0.338 Ha
* HOMO-LUMO gap: 9.579 eV
* E_LUMO: 0.379 eV

ORCA input file:
```
! RIJCOSX wB97M-V def2-TZVPD def2/J DEFGRID3
* xyz 0 1
S 0.12 -1.79 -0.01
Si 0.01 0.64 -0.29
Cl -1.96 0.84 -0.20
H 0.26 -1.72 1.26
H 0.60 1.33 0.77
H 0.97 0.69 -1.53
*
```



Which of them is least stable? Easy: #b.